{"formula": "C51H116N4O9", "method": "ωB97M-V/def2-TZVPD", "s_squared": 0.754, "gap_ev": [7.94, 3.35], "homo_ev": [-9.97, -9.97], "multiplicity": 2, "charge": 1, "e_tot_ha": -2908.28203, "symbols": ["C", "C", "C", "O", "H", "H", "H", "H", "H", "H", "H", "H", "C", "C", "C", "O", "H", "H", "H", "H", "H", "H", "H", "H", "C", "C", "C", "O", "H", "H", "H", "H", "H", "H", "H", "H", "C", "C", "C", "O", "H", "H", "H", "H", "H", "H", "H", "H", "C", "C", "C", "O", "H", "H", "H", "H", "H", "H", "H", "H", "C", "C", "C", "C", "C", "C", "N", "O", "C", "C", "C", "H", "H", "H", "H", "H", "H", "H", "H", "H", "H", "H", "H", "H", "H", "H", "H", "H", "H", "H", "C", "C", "C", "C", "C", "C", "N", "O", "C", "C", "C", "H", "H", "H", "H", "H", "H", "H", "H", "H", "H", "H", "H", "H", "H", "H", "H", "H", "H", "H", "C", "C", "C", "C", "C", "C", "N", "O", "C", "C", "C", "H", "H", "H", "H", "H", "H", "H", "H", "H", "H", "H", "H", "H", "H", "H", "H", "H", "H", "H", "C", "C", "C", "C", "C", "C", "N", "O", "C", "C", "C", "H", "H", "H", "H", "H", "H", "H", "H", "H", "H", "H", "H", "H", "H", "H", "H", "H", "H", "H"], "xyz": [[-3.37, 6.98, 0.87], [-3.05, 8.39, 0.55], [-3.79, 8.93, -0.58], [-3.31, 9.27, 1.78], [-4.40, 6.76, 1.13], [-2.75, 6.53, 1.64], [-3.23, 6.32, 0.01], [-2.03, 8.47, 0.18], [-3.68, 10.01, -0.56], [-4.85, 8.73, -0.42], [-3.58, 8.48, -1.55], [-2.49, 9.21, 2.28], [-7.04, 13.95, -7.23], [-8.54, 14.19, -7.24], [-9.38, 13.40, -6.24], [-8.90, 15.57, -7.29], [-6.78, 12.91, -7.05], [-6.64, 14.49, -6.37], [-6.47, 14.38, -8.06], [-8.88, 13.83, -8.21], [-10.14, 12.72, -6.61], [-9.85, 14.04, -5.50], [-8.63, 12.86, -5.66], [-8.12, 15.97, -7.70], [-4.85, 17.68, -6.50], [-6.35, 17.74, -6.51], [-6.91, 17.81, -5.13], [-6.75, 18.67, -7.47], [-4.51, 17.57, -7.53], [-4.57, 16.85, -5.85], [-4.32, 18.54, -6.11], [-6.73, 16.78, -6.88], [-6.71, 16.82, -4.71], [-7.99, 17.98, -5.14], [-6.54, 18.62, -4.51], [-6.28, 19.49, -7.30], [-7.63, 7.95, -7.23], [-7.23, 9.41, -7.38], [-8.33, 10.21, -8.01], [-6.97, 9.95, -6.09], [-8.52, 7.83, -6.61], [-6.77, 7.43, -6.79], [-7.98, 7.42, -8.12], [-6.40, 9.53, -8.08], [-7.90, 11.06, -8.54], [-9.05, 10.55, -7.27], [-9.04, 9.65, -8.63], [-6.11, 10.38, -6.06], [-6.81, 13.39, -3.19], [-5.24, 13.27, -3.29], [-4.66, 11.87, -3.03], [-4.77, 13.62, -4.47], [-7.10, 13.15, -2.17], [-7.23, 12.71, -3.93], [-7.23, 14.34, -3.51], [-4.79, 14.00, -2.62], [-4.78, 11.52, -2.01], [-3.62, 11.68, -3.27], [-5.16, 11.14, -3.67], [-3.86, 13.85, -4.28], [-9.03, 16.52, 0.13], [-7.86, 17.45, -0.08], [-7.65, 18.23, 1.20], [-6.30, 18.80, 1.60], [-5.15, 17.85, 1.37], [-5.25, 17.12, 0.05], [-6.57, 16.66, -0.28], [-6.61, 15.96, -1.45], [-4.67, 18.04, -1.12], [-4.10, 16.02, 0.19], [-8.27, 18.47, -1.21], [-9.08, 15.75, -0.64], [-10.02, 16.97, 0.19], [-8.98, 15.92, 1.03], [-8.39, 19.01, 1.40], [-7.89, 17.62, 2.06], [-6.20, 19.31, 2.56], [-6.10, 19.59, 0.89], [-5.31, 17.19, 2.22], [-4.23, 18.43, 1.43], [-3.72, 18.45, -0.78], [-4.64, 17.46, -2.05], [-5.33, 18.87, -1.39], [-4.30, 15.25, 0.93], [-4.00, 15.52, -0.77], [-3.14, 16.49, 0.42], [-8.69, 19.37, -0.75], [-8.84, 18.24, -2.11], [-7.38, 18.92, -1.64], [-7.03, 15.13, -1.23], [-8.02, 9.79, 4.02], [-7.41, 9.60, 2.65], [-8.59, 9.66, 1.66], [-8.99, 11.08, 1.40], [-7.87, 11.95, 0.86], [-6.64, 11.92, 1.87], [-6.37, 10.52, 2.31], [-5.29, 10.50, 3.21], [-5.45, 12.44, 1.04], [-6.97, 12.98, 2.98], [-6.82, 8.19, 2.39], [-8.62, 9.00, 4.47], [-8.34, 10.81, 4.25], [-7.26, 9.83, 4.81], [-8.26, 9.23, 0.72], [-9.42, 9.09, 2.09], [-9.32, 11.37, 2.40], [-9.86, 11.32, 0.78], [-8.03, 12.99, 0.60], [-7.55, 11.49, -0.08], [-4.97, 11.65, 0.46], [-5.70, 13.36, 0.52], [-4.58, 12.59, 1.68], [-6.27, 13.05, 3.81], [-6.90, 13.97, 2.54], [-7.91, 12.81, 3.52], [-7.52, 7.42, 2.06], [-6.21, 7.82, 3.21], [-6.21, 8.21, 1.48], [-4.61, 10.31, 2.56], [2.95, 12.78, -0.71], [1.57, 12.15, -0.39], [1.73, 11.41, 0.91], [0.45, 10.82, 1.42], [-0.64, 11.88, 1.70], [-0.75, 13.02, 0.56], [0.62, 13.26, -0.14], [0.53, 14.23, -1.18], [-1.79, 12.49, -0.48], [-1.31, 14.34, 1.11], [1.29, 11.15, -1.54], [3.50, 13.15, 0.16], [2.83, 13.60, -1.41], [3.65, 12.12, -1.23], [2.55, 10.71, 0.76], [2.15, 12.17, 1.58], [0.47, 10.34, 2.40], [0.07, 10.03, 0.78], [-0.67, 12.32, 2.70], [-1.60, 11.38, 1.65], [-1.37, 12.84, -1.43], [-1.93, 11.41, -0.56], [-2.77, 12.96, -0.50], [-1.58, 14.18, 2.15], [-0.67, 15.22, 1.17], [-2.17, 14.62, 0.49], [1.85, 10.22, -1.50], [1.37, 11.76, -2.44], [0.27, 10.77, -1.55], [1.01, 15.01, -0.88], [-3.59, 8.60, -5.62], [-2.75, 9.59, -6.51], [-2.08, 8.63, -7.54], [-1.38, 9.36, -8.72], [-2.34, 10.39, -9.29], [-3.11, 11.34, -8.33], [-3.60, 10.49, -7.19], [-4.36, 11.28, -6.30], [-2.16, 12.56, -7.81], [-4.20, 12.03, -9.11], [-1.65, 10.20, -5.64], [-4.15, 9.14, -4.86], [-3.07, 7.74, -5.21], [-4.34, 8.14, -6.25], [-1.50, 7.88, -7.01], [-2.89, 8.09, -8.03], [-1.11, 8.70, -9.54], [-0.57, 9.90, -8.22], [-3.09, 10.03, -9.99], [-1.71, 11.06, -9.87], [-1.09, 12.32, -7.88], [-2.10, 13.43, -8.46], [-2.42, 12.99, -6.84], [-4.94, 11.26, -9.31], [-4.75, 12.76, -8.51], [-3.69, 12.56, -9.92], [-2.25, 10.51, -4.78], [-1.01, 10.94, -6.12], [-0.89, 9.46, -5.36], [-3.72, 11.97, -6.12]], "mulliken_spin": [0.000, 0.000, 0.000, 0.000, 0.000, 0.000, 0.000, 0.000, 0.000, 0.000, 0.000, 0.000, 0.000, 0.000, 0.000, 0.000, 0.000, 0.000, 0.000, 0.000, 0.000, 0.000, 0.000, 0.000, 0.000, 0.000, -0.003, 0.000, 0.000, 0.000, 0.000, 0.000, 0.003, 0.000, 0.000, 0.000, 0.000, 0.000, 0.000, 0.000, 0.000, 0.000, 0.000, 0.000, 0.000, 0.000, 0.000, 0.000, 0.008, -0.001, -0.001, 0.001, -0.003, 0.001, 0.001, -0.001, 0.001, 0.000, 0.000, 0.000, 0.030, 0.013, 0.009, -0.015, 0.010, -0.023, 0.633, 0.085, 0.122, 0.059, 0.050, -0.003, -0.001, -0.002, 0.001, -0.003, -0.002, 0.002, 0.001, -0.002, 0.007, 0.000, 0.000, -0.002, -0.004, 0.003, 0.002, 0.000, -0.004, 0.024, 0.000, 0.000, 0.000, 0.000, -0.001, 0.005, 0.000, 0.000, -0.005, -0.002, 0.000, 0.000, 0.000, 0.000, 0.000, 0.000, 0.000, 0.000, 0.002, 0.000, -0.001, 0.001, 0.000, 0.000, 0.001, 0.001, 0.000, 0.000, 0.000, 0.000, 0.000, 0.000, 0.000, 0.000, 0.000, 0.000, 0.000, 0.000, 0.000, -0.001, 0.000, 0.000, 0.000, 0.000, 0.000, 0.000, 0.000, 0.000, 0.000, 0.000, 0.000, 0.000, 0.001, 0.000, 0.000, 0.003, 0.000, 0.000, 0.000, 0.000, 0.000, 0.000, 0.000, 0.000, 0.000, 0.000, 0.000, 0.000, 0.000, 0.000, 0.000, 0.000, 0.000, 0.000, 0.000, 0.000, 0.000, 0.000, 0.000, 0.000, 0.000, 0.000, 0.000, 0.000, 0.000, 0.000, 0.000, 0.000, 0.000, 0.000]}

=====

{"formula": "C25H56ClO8P2S2", "method": "ωB97M-V/def2-TZVPD", "gap_ev": 5.47, "homo_ev": -9.59, "charge": 1, "e_tot_ha": -3526.99123, "symbols": ["C", "C", "C", "C", "C", "C", "C", "C", "C", "C", "S", "S", "C", "C", "C", "Cl", "H", "H", "H", "H", "H", "H", "H", "H", "H", "H", "H", "H", "H", "H", "H", "H", "H", "H", "H", "H", "H", "H", "H", "H", "H", "H", "O", "P", "O", "C", "C", "O", "C", "C", "O", "C", "C", "H", "H", "H", "H", "H", "H", "H", "H", "H", "H", "H", "H", "H", "H", "H", "O", "P", "O", "C", "C", "O", "C", "C", "O", "C", "C", "H", "H", "H", "H", "H", "H", "H", "H", "H", "H", "H", "H", "H", "H", "H"], "xyz": [[-1.49, 2.42, 1.06], [-1.05, 3.10, -0.23], [-1.17, 2.33, -1.57], [-0.52, 4.36, -0.29], [0.91, 4.50, -0.82], [0.98, 5.27, -2.19], [2.39, 5.26, -2.89], [2.20, 4.53, -4.26], [3.49, 4.59, -2.03], [4.89, 4.82, -2.66], [6.14, 3.55, -2.30], [6.17, 2.31, -3.99], [5.64, 2.47, -0.91], [5.29, 3.21, 0.38], [5.12, 2.12, 1.48], [6.54, 4.39, 0.89], [-2.15, 3.09, 1.64], [-2.08, 1.53, 0.81], [-0.64, 2.10, 1.67], [-2.09, 1.73, -1.56], [-1.28, 3.09, -2.35], [-0.27, 1.74, -1.81], [-1.09, 5.25, 0.00], [1.54, 5.04, -0.10], [1.30, 3.48, -0.95], [0.24, 4.78, -2.83], [0.59, 6.28, -2.02], [2.64, 6.31, -3.13], [1.93, 3.48, -4.06], [1.38, 5.01, -4.80], [3.11, 4.58, -4.88], [3.21, 3.53, -1.92], [3.49, 5.12, -1.07], [5.31, 5.78, -2.33], [4.77, 4.84, -3.76], [6.63, 1.16, -3.42], [4.83, 1.78, -1.22], [6.51, 1.83, -0.70], [4.33, 3.74, 0.34], [6.06, 1.54, 1.51], [4.34, 1.42, 1.14], [4.88, 2.56, 2.45], [-3.95, -1.49, 0.27], [-5.44, -1.65, 0.44], [-5.38, -2.22, 2.00], [-4.78, -1.41, 3.00], [-5.71, -0.30, 3.46], [-5.62, -3.06, -0.40], [-4.80, -3.35, -1.54], [-3.72, -4.34, -1.17], [-7.08, -1.49, 0.56], [-7.92, -2.58, 0.98], [-8.43, -2.36, 2.39], [-3.84, -0.98, 2.63], [-4.54, -2.06, 3.84], [-6.05, 0.31, 2.62], [-5.21, 0.35, 4.18], [-6.60, -0.71, 3.93], [-4.38, -2.44, -1.96], [-5.45, -3.78, -2.30], [-3.15, -4.00, -0.30], [-3.03, -4.50, -2.00], [-4.16, -5.30, -0.89], [-7.41, -3.55, 0.92], [-8.76, -2.61, 0.29], [-7.66, -2.55, 3.13], [-9.26, -3.04, 2.60], [-8.78, -1.33, 2.52], [3.49, -4.47, -0.19], [2.12, -4.15, 0.33], [2.26, -2.53, 0.63], [2.62, -1.68, -0.44], [1.44, -1.38, -1.36], [2.28, -4.78, 1.85], [3.16, -5.88, 2.10], [4.44, -5.38, 2.75], [0.48, -4.16, 0.49], [-0.16, -3.63, 1.67], [-0.82, -2.30, 1.36], [3.45, -2.11, -1.01], [2.99, -0.75, 0.00], [1.00, -2.30, -1.73], [1.76, -0.77, -2.21], [0.66, -0.84, -0.82], [3.37, -6.43, 1.18], [2.64, -6.56, 2.77], [4.90, -4.58, 2.17], [5.16, -6.19, 2.86], [4.22, -4.97, 3.74], [0.52, -3.52, 2.51], [-0.92, -4.35, 1.95], [-0.08, -1.50, 1.29], [-1.52, -2.03, 2.16], [-1.36, -2.33, 0.42]], "lowdin_charge": [-0.057, -0.320, -0.040, -0.098, -0.196, -0.152, -0.345, -0.062, -0.224, -0.352, 0.769, 0.541, -0.439, -0.780, -0.098, 0.650, 0.088, 0.065, 0.080, 0.084, 0.065, 0.065, 0.111, 0.110, 0.098, 0.096, 0.121, 0.140, 0.091, 0.089, 0.065, 0.111, 0.109, 0.110, 0.073, -0.121, 0.103, 0.106, 0.081, 0.088, 0.081, 0.091, -0.230, 0.672, -0.236, -0.293, -0.075, -0.232, -0.282, -0.068, -0.242, -0.261, -0.072, 0.089, 0.120, 0.074, 0.079, 0.065, 0.102, 0.118, 0.060, 0.079, 0.080, 0.113, 0.123, 0.061, 0.083, 0.083, -0.217, 0.637, -0.216, -0.300, -0.074, -0.238, -0.282, -0.076, -0.227, -0.254, -0.069, 0.103, 0.100, 0.079, 0.072, 0.061, 0.105, 0.119, 0.072, 0.079, 0.076, 0.113, 0.126, 0.061, 0.076, 0.066]}

=====

{"formula": "C10H21IN", "method": "ωB97M-V/def2-TZVPD", "gap_ev": 9.72, "relative_energy_kcal_mol": 2.30, "homo_ev": -13.09, "charge": 1, "smiles": "CCC1(CC)CCCC[C@]1([NH3+])I", "e_tot_ha": -745.75621, "symbols": ["C", "C", "C", "C", "C", "C", "C", "C", "C", "C", "N", "I", "H", "H", "H", "H", "H", "H", "H", "H", "H", "H", "H", "H", "H", "H", "H", "H", "H", "H", "H", "H", "H"], "xyz": [[-0.51, -2.94, 0.09], [-0.05, -1.86, -0.78], [0.18, -0.45, -0.12], [0.80, -0.59, 1.23], [2.17, -1.43, 1.31], [1.02, 0.48, -1.00], [1.09, 1.95, -0.53], [-0.19, 2.66, -0.25], [-1.06, 1.93, 0.74], [-1.32, 0.54, 0.23], [-2.10, 0.70, -1.05], [-2.58, -0.58, 1.67], [0.35, -3.66, 0.23], [-1.32, -3.46, -0.38], [-0.79, -2.62, 1.04], [-0.87, -1.63, -1.51], [0.92, -1.94, -1.30], [1.05, 0.33, 1.77], [0.10, -1.09, 1.83], [2.01, -2.39, 0.84], [2.48, -1.39, 2.29], [2.85, -0.78, 0.71], [0.54, 0.44, -2.02], [2.00, 0.17, -1.28], [1.64, 2.35, -1.26], [1.67, 2.02, 0.39], [-0.06, 3.69, 0.08], [-0.88, 2.88, -1.18], [-0.45, 1.95, 1.60], [-1.96, 2.47, 0.96], [-2.85, 1.32, -1.18], [-2.50, -0.20, -1.52], [-1.38, 1.10, -1.66]], "nbo_charge": [-0.637, -0.426, 0.108, -0.477, -0.581, -0.440, -0.418, -0.383, -0.531, 0.092, -0.771, 0.193, 0.228, 0.230, 0.219, 0.175, 0.241, 0.215, 0.211, 0.209, 0.227, 0.199, 0.177, 0.253, 0.230, 0.215, 0.256, 0.155, 0.253, 0.236, 0.437, 0.458, 0.447]}